A | # C4H4OS

The molecule C4H4OS (wB97M-V/def2-TZVPD, the OMol25 dataset).

- E_LUMO: -0.507 eV
- SMILES: C#CC(=S)OC
- Gap between HOMO and LUMO: 8.4 eV

```
! wB97M-V def2-TZVPD RIJCOSX def2/J DEFGRID3
* xyz 0 1
C -0.92 -1.25 -0.01
C 1.20 -0.10 -0.02
C 0.43 1.11 -0.05
C -0.01 2.22 0.06
H -1.39 -0.85 0.96
H -1.12 -0.58 -0.84
H -1.20 -2.29 -0.26
H -0.33 3.23 0.04
O 0.51 -1.27 0.10
S 2.83 -0.20 0.02
*
```

B | # C4H4OS

The molecule C4H4OS (wB97M-V/def2-TZVPD, the OMol25 dataset).

- E_LUMO: 0.584 eV
- SMILES: O=C=C/C=C\S
- Gap between HOMO and LUMO: 8.5 eV

```
! wB97M-V def2-TZVPD RIJCOSX def2/J DEFGRID3
* xyz 0 1
C -0.09 -0.59 0.44
C -1.04 0.28 -0.34
C 1.23 -0.33 0.38
C -2.36 0.15 -0.43
O -3.50 0.10 -0.21
S 1.81 0.96 -0.58
H -0.58 -1.35 1.02
H -0.55 0.99 -0.96
H 1.88 -0.94 0.99
H 3.19 0.73 -0.31
*
```

C | # C4H4OS

The molecule C4H4OS (wB97M-V/def2-TZVPD, the OMol25 dataset).

- E_LUMO: 0.247 eV
- SMILES: S=C1C=CCO1
- Gap between HOMO and LUMO: 8.9 eV

```
! wB97M-V def2-TZVPD RIJCOSX def2/J DEFGRID3
* xyz 0 1
C -1.31 -0.14 -0.12
C 0.79 -0.85 0.03
C 0.84 0.64 -0.01
C -0.40 1.08 -0.14
H 1.39 -1.39 -0.70
H 1.15 -1.24 1.01
H 1.82 1.18 0.10
H -0.83 2.05 -0.02
O -0.55 -1.18 -0.16
S -2.89 -0.13 0.01
*
```

Here are the energies relative to the best structure, in kcal/mol: A 43.5; B 19.2; C 0.0.

A | # C38H92Br3Cl3O24P6

A structure of composition C38H92Br3Cl3O24P6 (wB97M-V/def2-TZVPD, the OMol25 dataset).

- E_LUMO: -0.122 eV
- Gap between HOMO and LUMO: 10.0 eV

```
! wB97M-V def2-TZVPD RIJCOSX def2/J DEFGRID3
* xyz 0 1
C -4.08 -2.74 2.97
Br -3.99 -2.98 1.05
Br -4.79 -4.38 3.77
Br -5.09 -1.16 3.51
H -3.06 -2.64 3.31
C 5.18 3.44 6.98
C 4.47 2.67 5.88
O 4.83 3.25 4.61
P 4.33 2.52 3.26
O 4.03 1.08 3.39
O 3.13 3.42 2.72
C 1.82 3.28 3.24
C 0.89 2.52 2.30
O 5.56 2.85 2.27
C 5.46 2.36 0.94
C 5.31 3.56 0.04
H 5.08 4.51 6.81
H 4.73 3.27 7.96
H 6.26 3.31 7.06
H 4.69 1.60 5.85
H 3.39 2.75 5.99
H 1.89 2.71 4.17
H 1.44 4.29 3.43
H 1.35 1.56 2.06
H -0.09 2.31 2.72
H 0.74 2.98 1.32
H 6.39 1.87 0.65
H 4.66 1.64 0.74
H 6.16 4.24 0.05
H 5.17 3.25 -0.99
H 4.41 4.13 0.27
C 6.23 0.08 -6.58
C 5.33 -0.94 -7.29
O 5.21 -2.16 -6.54
P 3.75 -2.61 -6.06
O 2.63 -2.26 -6.95
O 3.64 -2.08 -4.55
C 2.93 -0.90 -4.24
C 3.06 -0.56 -2.77
O 3.96 -4.18 -5.94
C 3.21 -5.09 -6.71
C 3.33 -6.52 -6.23
H 6.53 0.86 -7.28
H 5.75 0.48 -5.69
H 7.15 -0.45 -6.32
H 4.36 -0.49 -7.51
H 5.80 -1.19 -8.24
H 3.33 -0.01 -4.75
H 1.86 -0.86 -4.50
H 2.65 0.44 -2.61
H 2.51 -1.30 -2.19
H 4.12 -0.66 -2.52
H 2.14 -4.89 -6.82
H 3.53 -5.09 -7.75
H 2.80 -6.73 -5.29
H 2.96 -7.23 -6.96
H 4.34 -6.75 -5.88
C -3.49 2.09 3.11
C -3.22 2.65 1.70
O -4.49 2.88 1.07
P -5.44 4.09 1.46
O -4.79 5.39 1.75
O -6.29 3.47 2.69
C -7.54 4.10 2.99
C -8.64 3.06 2.91
O -6.54 4.06 0.30
C -6.58 5.03 -0.74
C -5.65 4.61 -1.87
H -4.02 2.72 3.82
H -4.08 1.16 3.10
H -2.53 1.83 3.57
H -2.66 3.59 1.71
H -2.64 1.94 1.10
H -7.47 4.59 3.97
H -7.71 4.95 2.33
H -8.56 2.46 2.00
H -8.63 2.33 3.72
H -9.64 3.51 2.88
H -7.59 5.09 -1.15
H -6.36 6.04 -0.39
H -4.65 4.49 -1.45
H -6.01 3.69 -2.31
H -5.52 5.39 -2.63
C 2.20 3.27 -6.32
C 2.72 3.69 -4.94
O 1.71 3.48 -3.92
P 0.59 4.61 -3.81
O 0.02 5.06 -5.09
O -0.45 4.06 -2.74
C -1.19 2.86 -2.98
C -2.40 2.82 -2.08
O 1.28 5.77 -2.95
C 0.57 6.99 -2.66
C 0.60 7.17 -1.16
H 3.12 3.03 -6.87
H 1.55 2.40 -6.34
H 1.74 4.08 -6.88
H 3.54 3.02 -4.67
H 3.12 4.71 -4.91
H -1.49 2.67 -4.01
H -0.49 2.05 -2.73
H -2.85 1.83 -2.04
H -2.08 3.10 -1.07
H -3.10 3.62 -2.30
H 1.06 7.81 -3.18
H -0.45 6.96 -3.06
H 0.31 8.21 -0.95
H -0.09 6.47 -0.69
H 1.58 7.09 -0.69
C -3.35 -0.80 7.19
C -2.54 -0.16 6.06
O -1.17 -0.55 6.16
P -0.56 -2.01 6.00
O -0.77 -2.90 7.15
O -1.05 -2.52 4.59
C -0.55 -3.72 3.96
C -1.24 -4.97 4.50
O 0.96 -1.65 5.62
C 1.80 -0.92 6.47
C 2.25 0.37 5.77
H -4.41 -0.59 7.00
H -3.22 -1.88 7.23
H -3.16 -0.39 8.18
H -2.97 -0.45 5.10
H -2.59 0.91 6.23
H -0.89 -3.64 2.92
H 0.52 -3.75 4.12
H -0.90 -5.28 5.49
H -2.32 -5.01 4.39
H -0.87 -5.79 3.86
H 1.36 -0.68 7.44
H 2.76 -1.44 6.61
H 2.63 0.15 4.77
H 1.41 1.07 5.70
H 2.94 0.94 6.39
C 1.82 -5.01 -2.97
C 0.73 -4.06 -2.59
O -0.53 -4.76 -2.60
P -1.13 -5.54 -1.32
O -1.26 -4.66 -0.15
O -0.22 -6.83 -1.13
C -0.41 -8.02 -1.90
C 0.92 -8.74 -2.12
O -2.47 -6.16 -1.98
C -3.77 -5.57 -1.77
C -4.49 -6.30 -0.68
H 2.76 -4.53 -3.25
H 2.00 -5.68 -2.12
H 1.56 -5.75 -3.73
H 0.90 -3.63 -1.60
H 0.55 -3.30 -3.35
H -1.06 -8.65 -1.29
H -0.92 -7.79 -2.83
H 0.77 -9.69 -2.64
H 1.69 -8.16 -2.62
H 1.34 -9.00 -1.15
H -3.60 -4.54 -1.45
H -4.26 -5.57 -2.74
H -3.96 -6.34 0.27
H -5.42 -5.75 -0.48
H -4.80 -7.31 -0.96
C -0.95 -1.18 0.72
Cl -1.08 -0.46 2.27
Cl 0.74 -1.16 0.20
Cl -2.02 -0.38 -0.49
H -1.25 -2.23 0.77
*
```

B | # C38H92Br3Cl3O24P6

A structure of composition C38H92Br3Cl3O24P6 (wB97M-V/def2-TZVPD, the OMol25 dataset).

- E_LUMO: -0.224 eV
- Gap between HOMO and LUMO: 9.9 eV

```
! wB97M-V def2-TZVPD RIJCOSX def2/J DEFGRID3
* xyz 0 1
C 2.90 -7.32 13.00
Br 4.71 -7.96 12.77
Br 1.76 -8.70 13.76
Br 2.02 -7.02 11.22
H 2.80 -6.42 13.61
C -2.10 -6.28 9.10
C -1.21 -5.19 9.66
O -0.86 -5.41 11.05
P -1.56 -4.44 12.12
O -1.92 -3.07 11.68
O -2.79 -5.29 12.67
C -3.37 -4.87 13.90
C -4.69 -5.57 14.25
O -0.54 -4.55 13.33
C 0.60 -3.72 13.38
C 0.35 -2.31 13.86
H -3.14 -5.94 9.15
H -1.81 -6.46 8.07
H -2.06 -7.29 9.52
H -0.26 -5.09 9.12
H -1.66 -4.20 9.54
H -2.70 -5.19 14.70
H -3.55 -3.79 13.88
H -4.98 -5.19 15.23
H -5.50 -5.38 13.55
H -4.56 -6.65 14.34
H 1.32 -4.13 14.10
H 1.18 -3.76 12.45
H 0.10 -2.37 14.93
H 1.23 -1.67 13.77
H -0.46 -1.78 13.37
C 0.73 -4.20 22.33
C 1.47 -5.22 21.46
O 0.70 -5.53 20.31
P -0.39 -6.69 20.37
O -1.48 -6.49 21.33
O 0.56 -7.96 20.70
C -0.08 -9.23 20.76
C 0.96 -10.32 20.81
O -0.80 -6.86 18.84
C 0.17 -7.15 17.84
C 0.27 -6.03 16.81
H 0.34 -3.35 21.77
H -0.12 -4.64 22.86
H 1.36 -3.75 23.10
H 2.38 -4.71 21.16
H 1.68 -6.09 22.08
H -0.79 -9.29 21.60
H -0.76 -9.40 19.91
H 1.60 -10.19 19.94
H 1.57 -10.26 21.71
H 0.51 -11.31 20.81
H 1.17 -7.33 18.26
H -0.07 -8.12 17.40
H -0.67 -6.00 16.25
H 0.29 -5.03 17.26
H 1.13 -6.12 16.15
C 8.41 -7.46 4.89
C 9.16 -8.57 5.57
O 9.52 -8.15 6.92
P 8.74 -8.62 8.22
O 9.29 -8.11 9.50
O 8.70 -10.21 8.09
C 7.87 -10.95 8.97
C 8.52 -11.33 10.30
O 7.20 -8.23 7.89
C 6.68 -6.98 8.34
C 5.83 -7.17 9.57
H 7.61 -7.17 5.57
H 9.09 -6.63 4.70
H 8.00 -7.89 3.97
H 8.57 -9.49 5.62
H 10.14 -8.77 5.15
H 6.94 -10.45 9.23
H 7.52 -11.83 8.43
H 9.41 -11.96 10.14
H 8.91 -10.50 10.87
H 7.88 -11.99 10.90
H 7.49 -6.28 8.57
H 6.11 -6.54 7.52
H 6.43 -7.65 10.35
H 5.41 -6.25 9.97
H 5.08 -7.94 9.38
C 7.22 -5.19 15.13
C 6.91 -4.01 16.00
O 5.98 -3.14 15.37
P 4.42 -3.20 15.65
O 3.76 -4.51 15.66
O 4.28 -2.41 17.04
C 3.09 -2.49 17.82
C 3.31 -1.64 19.06
O 3.94 -2.12 14.56
C 4.33 -0.73 14.58
C 3.47 0.06 15.51
H 7.35 -4.94 14.07
H 8.10 -5.78 15.39
H 6.34 -5.84 15.09
H 6.66 -4.33 17.02
H 7.81 -3.42 16.17
H 2.23 -2.15 17.24
H 2.92 -3.53 18.08
H 3.63 -0.61 18.88
H 2.41 -1.45 19.65
H 3.96 -2.14 19.77
H 5.37 -0.66 14.93
H 4.30 -0.40 13.54
H 2.49 -0.41 15.63
H 3.80 0.14 16.55
H 3.34 1.10 15.20
C 3.18 -10.29 10.46
C 4.23 -11.36 10.69
O 4.82 -11.83 9.48
P 5.01 -13.41 9.25
O 5.67 -13.80 8.00
O 5.81 -13.81 10.57
C 5.68 -15.15 11.05
C 4.69 -15.26 12.19
O 3.55 -14.03 9.44
C 2.51 -13.61 8.53
C 1.21 -14.22 9.05
H 3.12 -9.69 11.37
H 3.55 -9.65 9.66
H 2.16 -10.61 10.23
H 4.97 -11.01 11.42
H 3.79 -12.21 11.23
H 5.31 -15.84 10.28
H 6.64 -15.54 11.38
H 4.59 -16.32 12.44
H 5.07 -14.81 13.11
H 3.71 -14.87 11.94
H 2.44 -12.54 8.37
H 2.74 -14.04 7.56
H 0.42 -14.23 8.30
H 1.47 -15.26 9.26
H 0.79 -13.70 9.91
C 3.84 -12.21 14.75
C 4.96 -11.21 14.76
O 5.07 -10.45 15.97
P 5.75 -11.14 17.24
O 5.38 -12.54 17.51
O 5.38 -10.10 18.40
C 5.77 -10.37 19.76
C 4.69 -11.12 20.50
O 7.33 -10.94 16.97
C 7.95 -9.67 16.79
C 7.63 -9.03 15.44
H 4.02 -13.06 15.42
H 2.87 -11.78 15.00
H 3.79 -12.55 13.71
H 5.92 -11.70 14.54
H 4.82 -10.48 13.97
H 6.73 -10.90 19.75
H 5.97 -9.40 20.22
H 3.76 -10.56 20.37
H 4.55 -12.11 20.07
H 4.83 -11.11 21.58
H 7.72 -9.01 17.63
H 9.03 -9.82 16.84
H 8.27 -8.22 15.08
H 7.79 -9.77 14.64
H 6.62 -8.66 15.32
C 4.86 -3.11 11.16
Cl 4.83 -3.46 9.42
Cl 6.59 -3.23 11.65
Cl 3.86 -4.30 12.02
H 4.51 -2.11 11.37
*
```

Here are the energies relative to the best structure, in kcal/mol: A 6.7; B 0.0.

A | # CH14O5

A cluster of 6 separate species, CH14O5 in total (wB97M-V/def2-TZVPD, the OMol25 dataset).

- E_LUMO: 0.419 eV
- SMILES: C.O.O.O.O.O
- Gap between HOMO and LUMO: 11.5 eV

```
! wB97M-V def2-TZVPD RIJCOSX def2/J DEFGRID3
* xyz 0 1
C -0.56 2.74 0.56
H -1.42 2.96 1.20
H 0.32 3.30 0.84
H -0.93 2.91 -0.45
H -0.44 1.66 0.65
H 1.01 -1.81 0.46
H 1.16 -2.73 -0.78
O 1.08 -1.80 -0.51
H -3.11 -0.70 1.56
H -2.01 -0.72 0.40
O -2.18 -0.63 1.34
H 2.35 -0.69 -1.64
H 2.83 -0.79 -3.11
O 3.13 -0.66 -2.20
H -1.02 0.42 -1.80
H -0.37 -0.78 -1.26
O -1.20 -0.31 -1.19
H -0.28 -1.03 1.81
H 1.00 -0.24 2.09
O 0.65 -1.11 2.02
*
```

B | # CH14O5

A cluster of 6 separate species, CH14O5 in total (wB97M-V/def2-TZVPD, the OMol25 dataset).

- E_LUMO: 0.357 eV
- SMILES: C.O.O.O.O.O
- Gap between HOMO and LUMO: 11.1 eV

```
! wB97M-V def2-TZVPD RIJCOSX def2/J DEFGRID3
* xyz 0 1
C -0.91 -2.32 1.24
H -1.11 -1.27 1.49
H 0.17 -2.46 1.14
H -1.37 -2.45 0.27
H -1.35 -3.03 1.93
H 0.64 1.94 0.27
H 0.49 3.19 -0.63
O 0.05 2.39 -0.35
H 2.79 -1.98 -1.34
H 1.67 -1.05 -0.73
O 2.48 -1.08 -1.23
H -1.92 2.54 -0.04
H -2.68 1.31 0.27
O -2.81 2.26 0.22
H -1.02 -0.25 -2.57
H -0.77 0.83 -1.50
O -0.81 -0.13 -1.64
H 2.24 0.23 0.33
H 2.36 0.60 1.83
O 1.85 0.76 1.04
*
```

Here are the energies relative to the best structure, in kcal/mol: A 0.0; B 4.6.